DFT (the ωB97M-V functional and the def2-TZVPD basis) results for 19 unconnected molecules or ions with the total composition C2H41O19 in a non-equilibrium geometry.

Net charge = -1
Orbital gap = 7.7 eV
HOMO energy = -5.87 eV
Energy above the lowest of the compared OMol25 structures with the same formula, charge and spin = 0.978 eV

Geometry (Å):
C: 0.4942 0.6276 -0.8241
C: 0.2328 -0.4214 0.2549
O: 0.8307 -0.0947 1.4368
H: 0.0566 0.2411 -1.7105
H: 1.5636 0.9062 -0.9223
H: 0.0905 1.5859 -0.5792
H: 0.5950 -1.4535 0.0242
H: -0.7719 -0.4216 0.4073
O: -3.1646 0.8942 1.8867
H: -3.1499 -0.0101 2.2872
H: -3.2251 0.8041 0.9522
O: 1.9607 -1.8414 -2.1567
H: 1.4716 -1.1363 -2.5454
H: 2.4907 -1.3696 -1.5251
O: 0.7010 4.2938 0.5182
H: 0.4327 3.3791 0.8823
H: 1.6192 4.2471 0.6713
O: 0.3895 1.5248 -3.9597
H: 0.6624 0.6056 -4.1549
H: 0.5529 1.9853 -4.7799
O: -0.4166 3.7494 -2.2143
H: -1.0496 3.2963 -1.6202
H: -0.0360 3.0521 -2.7287
O: 0.8800 -3.9588 -0.8262
H: -0.0127 -3.7437 -0.5872
H: 1.0956 -3.2442 -1.4324
O: 2.3633 1.9711 1.4132
H: 3.1607 1.5858 0.9755
H: 1.8522 1.2072 1.2651
O: 0.5245 0.1561 4.3518
H: 0.9442 -0.0213 3.5238
H: 1.1464 0.3058 5.0089
O: 3.2667 -0.5715 3.0803
H: 2.9920 -1.4392 3.4649
H: 3.1219 -0.5014 2.1394
O: -2.1502 2.7956 -0.5204
H: -2.5018 3.6287 -0.2441
H: -1.6633 2.4035 0.1743
O: -3.4905 0.1017 -0.8029
H: -4.0554 -0.4747 -1.2947
H: -2.7687 0.4096 -1.2840
O: 2.9385 -3.4404 0.8634
H: 2.4729 -3.7174 0.0426
H: 2.3142 -3.1010 1.5454
O: -2.5380 0.0788 -3.3318
H: -3.4488 0.3577 -3.3250
H: -1.9962 0.8335 -3.6257
O: -1.1890 -2.0803 -2.2777
H: -1.6668 -1.3953 -2.7073
H: -1.4441 -2.1553 -1.3636
O: -0.7722 -2.3303 2.3277
H: -0.9516 -2.2185 3.2753
H: -0.2324 -1.5532 2.1635
O: 3.2375 -0.7765 0.3765
H: 2.3130 -0.5709 0.5702
H: 3.3239 -1.7254 0.4231
O: -2.3732 -2.4753 0.1192
H: -1.9946 -2.1153 0.9269
H: -3.0118 -1.7782 -0.1170
O: -0.5539 2.0510 2.1146
H: -0.0078 1.3534 1.7384
H: -1.4546 1.7045 2.2559

Results of the Mulliken charge analysis, in e, for atoms 1 through 6:
1 C -0.995
2 C 1.527
3 O 0.086
4 H 0.238
5 H 0.369
6 H -0.658



DFT (the ωB97M-V functional and the def2-TZVPD basis) results for a molecular structure, C27H36BCl30F3IN4O6S in a non-equilibrium geometry.

Net charge = +1
Orbital gap = 7.3 eV
HOMO energy = -10.91 eV

Geometry (Å):
C: 0.8459 -2.7669 3.7096
C: 0.4096 -1.5636 2.7531
I: -1.3794 -0.5779 3.4672
C: 1.6237 -0.5521 2.7036
N: 1.8894 0.0227 1.3717
C: 1.1853 1.1537 0.9797
N: 1.0529 2.3305 1.5831
N: 1.6690 2.5604 2.8257
S: 0.1604 3.6675 0.9176
O: 0.9580 4.1849 -0.1812
O: -0.0134 4.7341 1.8847
C: -1.5033 3.1895 0.2079
F: -2.3040 4.2848 0.3000
F: -2.0829 2.1355 0.8196
F: -1.3170 2.9966 -1.1306
N: 0.6382 0.8179 -0.2993
C: 1.2300 -0.4477 -0.8119
C: -0.0085 -1.4148 -0.9062
C: -0.8864 -1.2772 -2.2262
C: -0.5073 -0.0868 -3.1687
O: -2.2576 -1.1898 -1.8264
C: -2.7889 -2.4443 -1.3870
C: -3.6605 -2.1313 -0.1103
C: -4.4785 -0.9251 -0.1342
C: -5.3450 -0.5116 0.9523
C: -5.3778 -1.3543 2.1595
C: -4.5635 -2.5775 2.2088
C: -3.7059 -2.9733 1.0747
C: 2.3497 -0.8522 0.2724
O: 2.4964 -2.2224 0.4983
B: 3.8161 -2.5891 0.8764
O: 4.9968 -1.9076 0.5322
O: 3.9253 -3.7253 1.7257
H: 1.8743 -3.1274 3.4141
H: 0.8034 -2.4904 4.7915
H: 0.1592 -3.6274 3.4743
H: 0.1648 -2.0423 1.7753
H: 1.4261 0.2250 3.4926
H: 2.5349 -1.1039 3.0782
H: 2.0248 3.5207 2.8740
H: 0.9138 2.5147 3.5218
H: -0.3748 0.9039 -0.3805
H: 1.8219 -0.2632 -1.7493
H: 0.3036 -2.4839 -0.7821
H: -0.6654 -1.1748 -0.0177
H: -0.7533 -2.2432 -2.8003
H: -1.1870 -0.0355 -4.0669
H: -0.6147 0.9122 -2.6548
H: 0.5285 -0.2539 -3.5486
H: -3.4955 -2.8920 -2.1489
H: -2.0217 -3.2331 -1.1779
H: -4.4369 -0.2902 -1.0517
H: -5.9757 0.4208 0.9055
H: -6.0071 -1.0891 3.0378
H: -4.5896 -3.2206 3.1350
H: -3.1022 -3.9084 1.1532
H: 3.2304 -0.2743 -0.1290
H: 5.3463 -1.5807 1.3899
H: 3.6793 -4.4921 1.1739
C: 7.3859 0.5258 -0.3341
Cl: 8.9337 -0.2380 0.0427
Cl: 6.7747 1.4206 1.0660
Cl: 7.5447 1.5938 -1.7319
H: 6.6712 -0.2542 -0.5795
C: -7.5142 3.5982 0.7378
Cl: -6.4019 4.8258 1.3523
Cl: -8.0897 4.0298 -0.8729
Cl: -6.7286 2.0070 0.6968
H: -8.3666 3.5434 1.4078
C: 9.9058 0.4812 3.7191
Cl: 10.0999 -1.0112 4.6451
Cl: 8.4835 1.3757 4.2717
Cl: 11.3550 1.4821 3.8402
H: 9.7583 0.2190 2.6764
C: -3.3141 -3.6395 6.4757
Cl: -2.1954 -2.4121 7.0819
Cl: -3.9483 -3.1725 4.8871
Cl: -2.5202 -5.2148 6.3877
H: -4.1470 -3.7146 7.1684
C: 10.1375 3.8521 -3.2681
Cl: 9.9144 4.2260 -4.9807
Cl: 11.3463 2.5799 -3.0605
Cl: 10.5989 5.3018 -2.3698
H: 9.1939 3.4929 -2.8722
C: -7.0281 -5.7226 4.0470
Cl: -5.4810 -6.5246 4.3449
Cl: -7.5932 -4.9013 5.5069
Cl: -6.8884 -4.5798 2.7052
H: -7.7578 -6.4794 3.7772
C: -6.9901 2.9473 -4.7314
Cl: -8.6092 2.6705 -4.0840
Cl: -5.7999 1.9661 -3.8653
Cl: -6.9346 2.5970 -6.4624
H: -6.7394 3.9936 -4.5871
C: -3.4119 2.2138 -7.4169
Cl: -2.2330 2.8303 -6.2500
Cl: -3.3563 3.1509 -8.9126
Cl: -3.1272 0.5000 -7.7433
H: -4.4027 2.3181 -6.9863
C: 1.3970 5.4988 -3.2234
Cl: -0.1311 5.9348 -3.9972
Cl: 2.1221 4.0964 -4.0225
Cl: 2.5136 6.8671 -3.2320
H: 1.1919 5.2321 -2.1931
C: 3.1969 -3.2888 -3.5697
Cl: 1.9850 -4.3644 -2.8632
Cl: 2.4360 -1.8351 -4.2199
Cl: 4.4258 -2.8653 -2.3718
H: 3.6838 -3.8119 -4.3872

Results of the Mulliken charge analysis, in e, for atoms 1 through 6:
1 C -1.148
2 C 0.614
3 I -0.038
4 C -1.575
5 N 0.510
6 C -0.318



DFT (the ωB97M-V functional and the def2-TZVPD basis) results for a gas-phase ion, C10H15N2O (charge +1) in a non-equilibrium geometry.

Net charge = +1
Orbital gap (spin up / spin down) = 7.6 / 7.4 eV
HOMO energy (spin up / spin down) = -11.50 / -11.63 eV
Energy above the lowest of the compared OMol25 structures with the same formula, charge and spin = 3.696 eV

Geometry (Å):
C: 2.2081 2.2709 2.6445
C: 2.4283 2.4464 1.3440
C: 1.1677 1.3941 3.0843
C: 1.4911 1.9621 0.3470
C: 0.3089 0.7890 2.1617
C: 0.4089 1.1392 0.7923
C: -1.7043 0.0935 0.1062
C: -1.9832 -0.8050 -1.1357
C: 0.3913 -0.9527 -1.2131
C: -1.0306 -2.7590 -2.2221
N: -0.5455 0.8296 -0.1974
N: -0.9125 -1.7508 -1.0997
O: 0.7382 -0.5986 -2.4721
H: 2.9270 2.6660 3.2377
H: 3.2428 3.0334 1.1383
H: 1.1336 1.3197 4.1521
H: 1.3958 2.1848 -0.6629
H: -0.4846 0.1754 2.4227
H: -2.5973 0.7274 0.1641
H: -1.8636 -0.4484 1.0663
H: -3.0847 -1.2727 -1.1089
H: -1.8345 -0.1892 -1.9036
H: 1.1153 -1.4924 -0.5805
H: -0.0672 -3.1795 -2.5135
H: -1.9191 -3.3645 -1.8888
H: -1.4638 -2.1091 -2.9902
H: -0.8515 -2.2058 -0.1326
H: 1.3856 0.0963 -2.5399

Results of the Mulliken charge analysis, in e, for atoms 1 through 6:
1 C -0.587
2 C -0.618
3 C -0.714
4 C -0.408
5 C -0.412
6 C 0.846



DFT (the ωB97M-V functional and the def2-TZVPD basis) results for C5H6S3 in the gas phase in a non-equilibrium geometry.

Net charge = 0
Orbital gap = 7.2 eV
SMILES = CC1=C(C=S)SCS1
HOMO energy = -7.94 eV
Energy above the lowest of the compared OMol25 structures with the same formula, charge and spin = 0.651 eV

Geometry (Å):
C: -0.6533 1.8805 -0.0945
C: -0.4311 0.3929 -0.1180
C: 0.7569 -0.2881 -0.1228
C: -1.0835 -2.1160 0.1927
C: 2.0799 0.3179 -0.0229
H: 0.2489 2.4488 -0.2420
H: -1.3156 2.1318 -0.9508
H: -1.1094 2.1757 0.8382
H: -1.5951 -2.9112 -0.3845
H: -1.1871 -2.2975 1.2728
H: 2.0618 1.3841 0.1960
S: 0.6653 -2.0267 -0.2560
S: -1.8980 -0.5638 -0.2027
S: 3.4601 -0.5284 -0.1056

Results of the Mulliken charge analysis, in e, for atoms 1 through 6:
1 C -1.252
2 C 0.469
3 C 0.384
4 C -0.521
5 C -0.466
6 H 0.375



DFT (the ωB97M-V functional and the def2-TZVPD basis) results for a molecular structure, C41H40N12O2Sr.

Net charge = +2
Orbital gap = 5.3 eV
HOMO energy = -10.85 eV
Energy above the lowest of the compared OMol25 structures with the same formula, charge and spin = 1.942 eV

Geometry (Å):
Sr: 1.0551 -0.9188 -0.2581
C: 3.2577 1.5115 3.1646
C: 3.0182 0.5485 2.2034
N: 1.7884 0.0811 1.9786
C: 0.7809 0.5561 2.7138
C: 1.0502 1.5490 3.6686
N: 2.2631 2.0183 3.8896
C: -0.6188 0.1003 2.4322
C: -1.6529 0.5075 3.2364
C: -2.9743 0.2194 2.8221
C: -3.1630 -0.5401 1.7025
C: -2.0558 -1.1102 1.0011
N: -0.8007 -0.6785 1.3390
C: -2.2566 -2.1069 0.0214
C: -3.5520 -2.3321 -0.5472
N: -4.0104 -3.4724 -0.9434
C: -3.2024 -4.5560 -0.5993
C: -1.9270 -4.4460 -0.2247
N: -1.2724 -3.1534 -0.1938
C: -4.1243 0.7105 3.6160
C: -5.2772 -0.0525 3.7691
C: -6.3318 0.4658 4.5074
N: -6.3100 1.6632 5.0819
C: -5.2044 2.3864 4.9418
C: -4.0937 1.9595 4.2298
H: 4.2557 1.8875 3.3503
H: 3.8257 0.1460 1.6011
H: 0.2551 1.9853 4.2564
H: -1.4961 1.0418 4.1593
H: -4.1668 -0.8165 1.4103
H: -4.2142 -1.4717 -0.6865
H: -3.6757 -5.5278 -0.6332
H: -1.3138 -5.3065 0.0123
H: -5.3524 -1.0480 3.3523
H: -7.2353 -0.1168 4.6455
H: -5.2035 3.3590 5.4206
H: -3.2314 2.6087 4.1467
C: 3.5502 -3.2002 0.4623
N: 2.1438 -3.1316 0.8587
C: 2.0291 -3.2672 2.3160
C: 1.3509 -4.1916 0.1910
C: 0.8762 -3.7316 -1.1704
C: 1.7012 -3.8395 -2.2880
C: 1.3306 -3.3087 -3.5164
C: 0.1068 -2.6691 -3.6425
C: -0.7545 -2.5970 -2.5558
C: -0.3901 -3.1297 -1.3223
H: 4.0055 -4.1620 0.7307
H: 4.1123 -2.4096 0.9622
H: 3.6548 -3.0678 -0.6153
H: 2.3814 -4.2476 2.6577
H: 0.9880 -3.1397 2.6111
H: 2.6272 -2.4978 2.8026
H: 0.4955 -4.4022 0.8246
H: 1.9407 -5.1113 0.0928
H: 2.6422 -4.3699 -2.1968
H: 1.9788 -3.4204 -4.3753
H: -0.2014 -2.2818 -4.6055
H: -1.7569 -2.1984 -2.6569
O: 5.3618 5.9108 -1.4030
N: 4.1903 5.6247 -1.4494
O: 3.2656 6.4104 -1.5106
C: 3.8500 4.1864 -1.4735
C: 4.7070 3.3840 -2.1288
C: 4.4103 1.9930 -2.2785
C: 5.2603 1.1328 -2.9974
C: 4.9154 -0.1859 -3.1345
C: 3.7385 -0.6300 -2.5233
N: 2.9280 0.1523 -1.8306
C: 3.2377 1.4636 -1.7207
C: 2.3249 2.3457 -1.0093
N: 1.1960 1.8074 -0.4998
C: 0.3823 2.5796 0.1914
C: 0.6339 3.9313 0.4384
C: 1.7604 4.5034 -0.0935
C: 2.6341 3.7125 -0.8663
H: 5.6117 3.7925 -2.5578
H: 6.1680 1.5244 -3.4384
H: 5.5303 -0.8787 -3.6903
H: 3.4398 -1.6685 -2.6161
H: -0.5083 2.1018 0.5902
H: -0.0478 4.5070 1.0486
H: 1.9793 5.5460 0.0728
N: -3.9982 2.9819 -3.4243
C: -3.4582 1.6280 -3.0006
C: -2.1404 1.7586 -2.2353
N: -1.6359 0.4721 -1.8093
H: -4.8607 2.8804 -3.9655
H: -3.3276 3.4911 -4.0051
H: -4.2124 3.5676 -2.6134
H: -3.3454 1.0460 -3.9139
H: -4.2317 1.1722 -2.3842
H: -2.2970 2.3834 -1.3508
H: -1.3878 2.2605 -2.8508
H: -1.5104 -0.1534 -2.5952
H: -2.2095 -0.0112 -1.1236

Results of the Mulliken charge analysis, in e, for atoms 1 through 6:
1 Sr 1.746
2 C -0.671
3 C -0.729
4 N 0.664
5 C -0.391
6 C -0.555



DFT (the ωB97M-V functional and the def2-TZVPD basis) results for a molecular structure, C22H27CuN2O2SSe.

Net charge = 0
Orbital gap = 7.9 eV
HOMO energy = -7.77 eV
Energy above the lowest of the compared OMol25 structures with the same formula, charge and spin = 0.000 eV

Geometry (Å):
Cu: -2.1506 -2.4952 -1.0143
O: -1.9867 -0.8037 6.4300
C: -1.6483 -0.2131 5.2592
O: -0.9037 0.7280 5.2577
C: -2.2499 -0.7913 4.0250
C: -2.3976 0.0501 2.9229
C: -2.9261 -0.4335 1.7442
C: -3.3044 -1.7770 1.6116
S: -3.9969 -2.3515 0.0864
C: -3.1509 -2.6114 2.7189
C: -2.6343 -2.1244 3.9092
H: -2.6572 -1.4760 6.2647
H: -2.0981 1.0867 3.0158
H: -3.0621 0.2285 0.8970
H: -3.4263 -3.6542 2.6319
H: -2.4980 -2.8179 4.7327
C: 1.9535 -0.5062 -5.1486
C: 2.0465 0.7150 -4.2429
C: 0.8145 1.6148 -4.3123
C: -0.4351 1.0099 -3.6801
N: -0.2549 0.7588 -2.2554
C: -0.1616 -0.4408 -1.6487
Se: -0.3863 -2.1111 -2.4793
N: 0.0730 -0.2381 -0.3313
C: 0.3212 -1.2728 0.6786
C: 1.6642 -1.9624 0.4817
C: 2.8730 -1.0405 0.6104
C: 3.0623 -0.4614 2.0070
C: 0.0707 1.1277 -0.0760
C: 0.1939 1.8499 1.1041
C: 0.1126 3.2265 1.0045
C: -0.0921 3.8627 -0.2250
C: -0.2195 3.1438 -1.3989
C: -0.1271 1.7606 -1.3004
H: 2.8874 -1.0687 -5.1449
H: 1.7504 -0.2080 -6.1797
H: 1.1641 -1.1905 -4.8351
H: 2.9212 1.3068 -4.5209
H: 2.2141 0.4034 -3.2063
H: 0.5793 1.8296 -5.3584
H: 1.0286 2.5759 -3.8395
H: -0.6992 0.0576 -4.1360
H: -1.2941 1.6755 -3.7843
H: -0.5025 -1.9867 0.6493
H: 0.2627 -0.7739 1.6440
H: 1.6607 -2.4430 -0.4963
H: 1.7282 -2.7628 1.2246
H: 2.7975 -0.2310 -0.1246
H: 3.7639 -1.6091 0.3347
H: 2.3072 0.2858 2.2551
H: 4.0323 0.0271 2.1039
H: 3.0092 -1.2439 2.7670
H: 0.3290 1.3694 2.0638
H: 0.1997 3.8250 1.9011
H: -0.1631 4.9416 -0.2543
H: -0.3947 3.6391 -2.3437

Results of the Mulliken charge analysis, in e, for atoms 1 through 6:
1 Cu -0.581
2 O -0.484
3 C 0.582
4 O -0.562
5 C 0.772
6 C -0.440